(1)
C29H15F5N9O6RbS3 | ωB97M-V/def2-TZVPD

- energy relative to the best compared isomer or geometry (same formula, charge and spin) (eV) = 0.1127
- E_tot (eV) = -102763.11876
- orbital gap (spin up / spin down) (eV) = 3.2 / 3.2
- E_LUMO (spin up / spin down) (eV) = 0.002 / 0.005

```
! RIJCOSX wB97M-V def2-TZVPD def2/J DEFGRID3
* xyz -2 1
Rb -1.93634 2.11377 0.16048
N -0.61973 0.71837 2.65134
C -1.09109 -0.65452 2.86781
C -2.53097 -0.67478 3.35390
C -3.61139 -0.31199 2.30508
O -4.78122 -0.24958 2.73355
O -3.21081 -0.10350 1.13371
H 0.36806 0.72305 2.41306
H -0.71610 1.26944 3.49717
H -0.46102 -1.20053 3.58543
H -1.03567 -1.18195 1.91230
H -2.65387 0.01929 4.19278
H -2.78712 -1.66346 3.74530
F -8.81797 2.80622 3.22525
C -7.76671 2.71976 2.38124
C -6.51250 2.83136 2.83905
N -5.41723 2.75014 2.03890
C -4.07271 2.95007 2.57482
C -3.37582 4.22581 2.00257
O -4.13011 5.16192 1.70118
O -2.12629 4.14771 1.96686
C -5.55369 2.53634 0.69350
O -4.62996 2.45613 -0.09109
N -6.86372 2.42942 0.25207
C -8.03872 2.49954 0.98195
O -9.13172 2.38775 0.45297
H -6.32151 2.98887 3.89018
H -3.49720 2.03800 2.44179
H -4.18061 3.11139 3.64740
H -6.95868 2.25100 -0.73632
F 1.74065 -2.61038 -3.99421
C 1.77875 -2.30292 -2.69574
C 2.24270 -3.21376 -1.82693
F 2.63265 -4.39953 -2.29259
C 2.29492 -2.97677 -0.40461
C 1.69254 -1.73409 0.02056
C 1.19050 -0.83994 -0.85085
F 0.70790 0.31701 -0.40172
C 1.25369 -1.03085 -2.27407
C 0.85500 -0.06775 -3.16089
C 0.13087 1.10224 -2.77262
N -0.47086 2.05401 -2.54268
C 1.11018 -0.14235 -4.56867
N 1.30350 -0.13520 -5.70277
F 1.67538 -1.46019 1.31353
C 2.87662 -3.86430 0.46472
C 2.94620 -3.69018 1.88503
N 3.07938 -3.65211 3.02644
C 3.53324 -5.06609 0.03793
N 4.06944 -6.05142 -0.21750
S 6.62081 1.95649 -2.47941
C 5.51189 1.59849 -1.29081
S 5.12855 2.57262 0.08475
C 3.98249 1.35574 0.67625
N 3.87398 0.35037 -0.16149
N 4.71453 0.50975 -1.22621
C 4.75194 -0.55703 -2.17584
C 5.25909 -1.78686 -1.78971
C 5.31163 -2.82225 -2.71166
C 4.85320 -2.62099 -4.00656
C 4.33649 -1.38622 -4.38220
C 4.28573 -0.34830 -3.46464
S 3.13451 1.59105 2.10404
H 5.60685 -1.91372 -0.77204
H 5.69921 -3.78971 -2.41576
H 4.88334 -3.43301 -4.72154
H 3.96198 -1.23416 -5.38632
H 3.90289 0.62727 -3.73746
*
```


(2)
H3N3OS | ωB97M-V/def2-TZVPD

- energy relative to the best compared isomer or geometry (same formula, charge and spin) (eV) = 4.7203
- E_tot (eV) = -17396.85207
- orbital gap (spin up / spin down) (eV) = 8.5 / 8.5
- E_LUMO (spin up / spin down) (eV) = -1.490 / -1.491

```
! RIJCOSX wB97M-V def2-TZVPD def2/J DEFGRID3
* xyz 0 1
N 0.83182 0.05298 -0.63876
N 1.53185 -0.57254 0.28204
N -1.89591 -0.29594 0.55884
O 2.51666 -0.00446 0.65763
S -0.47296 -0.82477 -1.23896
H 0.88355 1.07016 -0.69297
H -2.25800 0.45544 -0.02813
H -1.13701 0.11914 1.10032
*
```


(3)
C23H46FIN3O8S2 | ωB97M-V/def2-TZVPD

- E_tot (eV) = -77918.62097
- orbital gap (eV) = 5.7
- E_LUMO (eV) = -3.846

```
! RIJCOSX wB97M-V def2-TZVPD def2/J DEFGRID3
* xyz 1 1
C -1.23215 0.03342 3.78655
C -0.38815 -1.23058 3.76955
O 0.66085 -1.23558 4.31655
N -1.04015 -2.44558 3.01555
H -2.06115 -2.41458 3.30855
H -1.18415 -2.24958 2.10455
C -0.37515 -3.73858 3.39555
H -1.77715 0.29142 2.89755
H -0.79315 0.85742 4.28055
H -1.97415 0.02742 4.38555
H -1.09515 -4.53058 3.16655
H -0.00715 -3.96758 4.42755
H 0.38485 -3.89958 2.67455
C -0.22315 0.83042 -1.79445
C 0.88685 0.87842 -0.91045
O 2.08285 1.27842 -1.23545
N 0.69985 0.46242 0.49255
H 0.15885 1.17942 0.88355
H 0.14685 -0.46158 0.57655
C 1.88385 0.30442 1.34255
H -1.13415 0.72242 -1.30045
H -0.17815 0.09042 -2.65345
H -0.22715 1.62242 -2.32645
H 2.55385 1.16342 1.32555
H 2.39985 -0.57058 1.05555
H 1.75385 0.12042 2.39655
C -4.01315 -4.27458 0.86655
C -4.26515 -2.97658 0.15855
O -4.94415 -2.86758 -0.88145
N -3.65315 -1.65158 0.85255
H -3.81015 -1.84958 1.86855
H -2.71915 -1.91258 0.54255
C -4.31515 -0.44858 0.32155
H -3.30415 -4.38158 1.58455
H -3.80215 -4.83458 0.13955
H -4.92815 -4.44558 1.31655
H -4.21815 0.17942 1.14355
H -5.30115 -0.58358 0.30655
H -3.81315 -0.09958 -0.75645
I -1.44815 3.12342 1.48855
O -1.03415 -1.53258 0.57255
H -0.83815 -1.94758 -0.35345
F 4.47085 0.33342 5.63055
C 4.16285 1.23642 4.85355
C 2.80585 1.85842 4.81055
C 2.47285 2.81642 3.86255
C 3.33185 3.18142 2.83455
C 4.60285 2.57942 2.75855
C 4.95985 1.64542 3.75055
H 2.13585 1.71742 5.55555
H 1.48985 3.23542 4.00755
H 2.98485 4.08442 1.99855
H 5.46185 2.92542 2.15355
H 5.88385 1.19542 3.61155
C 4.08585 -3.59058 -4.16445
C 4.05285 -4.49658 -2.97345
C 3.02685 -4.19058 -2.06745
S 3.04185 -2.41958 -2.03145
O 3.95085 -1.93258 -1.08845
O 1.73185 -1.85258 -2.01145
C 3.58685 -2.15658 -3.65445
H 3.49085 -4.02958 -5.06145
H 5.11385 -3.46958 -4.60645
H 5.03485 -4.52758 -2.49045
H 4.10485 -5.57758 -3.30945
H 3.04885 -4.66258 -1.03645
H 2.08785 -4.33358 -2.62245
H 4.39785 -1.52458 -3.39245
H 2.96885 -1.60658 -4.28845
C -3.18315 5.84242 -3.93545
C -2.45115 5.56042 -2.66445
C -1.76515 4.33042 -2.91345
S -2.63015 3.37342 -4.09145
O -3.26015 2.24842 -3.45045
O -1.81915 3.18142 -5.22145
C -3.83815 4.57742 -4.43745
H -2.54715 6.43742 -4.60345
H -4.08715 6.52942 -3.70145
H -2.98115 5.07942 -1.65045
H -1.96115 6.30142 -2.15845
H -1.67215 4.00042 -1.95345
H -0.78515 4.54142 -3.40845
H -4.88215 4.35442 -3.99645
H -4.13915 4.58942 -5.39445
*
```